Computed, not measured: a single C18H20ClNO2 molecule at a distorted geometry, with ωB97M-V with the def2-TZVPD basis set.

The value obtained for the highest occupied orbital energy is -7.66 eV. Its orbital gap is 7.40 eV. Its SMILES is CCCOc1ccc(C(=O)CCNc2cccc(Cl)c2)cc1. Its relative energy (zero: lowest compared OMol25 entry of this formula, charge and spin) is 328.62 kcal per mole.

Last column: Löwdin charge in e.
Positions of all 42 atoms, in Å:
1 C 0.05 -3.42 -6.01  -0.1070
2 C -0.48 -2.28 -5.18  -0.2796
3 C -1.79 -2.54 -4.64  -0.0982
4 O -2.30 -1.46 -3.66  -0.0402
5 C -1.97 -1.23 -2.35  -0.2402
6 C -0.87 -2.20 -1.64  0.1032
7 C -0.43 -2.02 -0.26  0.0716
8 C -0.94 -0.69 0.21  -0.1575
9 C -0.63 -0.57 1.69  -0.1665
10 O 0.50 -1.37 2.06  -0.0886
11 C -1.10 0.63 2.40  -0.0469
12 C -0.45 0.47 3.99  -0.2319
13 N 0.78 0.71 4.05  -0.0186
14 C 1.47 1.95 3.73  -0.0846
15 C 0.76 3.23 3.50  -0.0733
16 C 1.49 4.34 3.45  -0.2197
17 C 2.71 4.56 3.14  -0.0772
18 C 3.64 3.22 3.20  -0.6726
19 Cl 5.17 3.53 2.58  0.6962
20 C 2.95 2.04 3.32  -0.0520
21 C -1.81 0.17 -0.39  0.0022
22 C -2.28 -0.21 -1.68  -0.0747
23 H 1.20 -3.09 -6.39  0.1407
24 H -0.70 -3.64 -6.77  0.0635
25 H 0.33 -4.37 -5.32  0.1182
26 H -0.33 -1.47 -5.54  -0.0035
27 H 0.38 -2.06 -4.28  0.1858
28 H -2.37 -2.58 -5.39  0.0698
29 H -1.85 -3.32 -4.01  0.0938
30 H -0.50 -3.04 -2.19  0.0678
31 H 0.15 -2.57 0.12  -0.0246
32 H -2.19 0.54 2.42  0.1232
33 H -0.75 1.44 1.90  0.0740
34 H -1.07 1.20 4.48  0.1264
35 H -0.63 -0.39 4.24  0.0303
36 H 1.51 -0.06 3.81  0.1772
37 H -0.21 3.25 3.75  0.0526
38 H 0.66 5.29 3.53  0.1768
39 H 3.21 5.36 2.86  0.0317
40 H 3.55 1.04 3.41  0.1277
41 H -2.12 1.09 0.11  0.1197
42 H -2.72 0.52 -2.24  0.1048

=====

Computed, not measured: a molecular structure, C25H16F10N3O2RuSTe2 at a distorted geometry, with ωB97M-V with the def2-TZVPD basis set.

The value obtained for the highest occupied orbital energy (spin up / spin down) is -8.66 / -8.77 eV. Its orbital gap (spin up / spin down) is 7.48 / 6.73 eV. Its expectation value of S² is 8.7581. Its relative energy (zero: lowest compared OMol25 entry of this formula, charge and spin) is 0.00 kcal per mole. Its spin multiplicity is 6.

Last column: Löwdin charge in e.
Positions of all 60 atoms, in Å:
1 Ru -0.65 -0.52 0.20  1.6454
2 C 3.50 -2.19 -0.57  -0.0144
3 C 2.31 -1.49 -0.75  -0.0876
4 N 1.67 -0.90 0.24  0.0334
5 C 2.17 -1.00 1.49  -0.1441
6 C 3.35 -1.69 1.77  -0.1299
7 C 4.02 -2.30 0.70  0.0187
8 C 3.82 -1.76 3.13  -0.0079
9 C 3.13 -1.18 4.13  -0.0066
10 C 1.91 -0.47 3.87  -0.1302
11 C 1.13 0.12 4.88  0.0157
12 C -0.04 0.74 4.55  -0.0108
13 C -0.44 0.78 3.21  -0.0871
14 N 0.30 0.27 2.25  0.0406
15 C 1.44 -0.37 2.56  -0.1475
16 H 3.98 -2.66 -1.42  0.1162
17 H 1.87 -1.40 -1.74  0.0965
18 H 4.93 -2.85 0.88  0.1260
19 H 4.74 -2.30 3.32  0.1201
20 H 3.48 -1.24 5.15  0.1204
21 H 1.46 0.06 5.91  0.1249
22 H -0.68 1.18 5.31  0.1154
23 H -1.37 1.23 2.91  0.1034
24 S 0.30 2.81 -3.09  1.1620
25 C 0.50 1.27 -3.85  -0.4525
26 C 0.92 0.98 -5.14  -0.0777
27 C 0.93 -0.34 -5.54  -0.0728
28 C 0.51 -1.35 -4.68  -0.0596
29 C 0.09 -1.07 -3.39  -0.0528
30 C 0.10 0.26 -2.97  -0.3248
31 N -0.30 0.73 -1.71  -0.0178
32 C -0.26 2.04 -1.64  -0.4910
33 C -0.72 2.86 -0.53  -0.1711
34 C -0.38 4.22 -0.47  -0.0608
35 C -0.93 5.05 0.47  -0.0798
36 C -1.88 4.55 1.36  -0.0633
37 C -2.23 3.22 1.33  -0.0154
38 C -1.64 2.33 0.42  -0.3665
39 H 1.22 1.78 -5.81  0.1110
40 H 1.24 -0.58 -6.55  0.1071
41 H 0.49 -2.37 -5.03  0.1112
42 H -0.27 -1.85 -2.74  0.0955
43 H 0.34 4.61 -1.17  0.0884
44 H -0.65 6.09 0.51  0.1041
45 H -2.35 5.21 2.08  0.1090
46 H -2.98 2.81 2.00  0.1235
47 F -3.50 -3.86 1.85  -0.3785
48 Te -2.02 -3.27 0.85  1.8024
49 F -2.26 -4.61 -0.39  -0.3284
50 F -3.53 -2.41 0.02  -0.4517
51 F -1.27 -4.48 2.09  -0.3926
52 F -0.15 -3.40 0.37  -0.4434
53 O -1.60 -1.72 1.68  -0.6473
54 F -5.19 0.62 -0.98  -0.4891
55 Te -3.68 0.01 -1.96  1.9797
56 F -2.94 -0.04 -3.73  -0.4911
57 F -3.54 1.85 -2.31  -0.4494
58 F -5.02 -0.99 -2.81  -0.4482
59 F -1.45 -2.05 -1.00  -0.5854
60 O -1.95 1.05 0.45  -0.2935

=====

Computed, not measured: a single C19H24N2O5 molecule at a distorted geometry, with ωB97M-V with the def2-TZVPD basis set.

The value obtained for the highest occupied orbital energy is -8.22 eV. Its orbital gap is 8.91 eV. Its SMILES is CCC(CC)COC(=O)C1=C(C)NC(=O)N[C@H]1c1ccc2c(c1)OCO2. Its relative energy (zero: lowest compared OMol25 entry of this formula, charge and spin) is 21.76 kcal per mole.

Last column: Löwdin charge in e.
Positions of all 50 atoms, in Å:
1 C -2.98 -0.82 1.75  -0.0842
2 C -2.26 -1.08 0.43  -0.2103
3 C -1.40 -2.35 0.43  -0.2996
4 C -0.83 -2.63 -0.97  -0.2210
5 C -1.87 -3.18 -1.94  -0.0971
6 C -0.26 -2.26 1.45  -0.1232
7 O 0.58 -1.13 1.23  0.0037
8 C 1.74 -1.33 0.59  -0.4301
9 O 2.12 -2.43 0.24  0.0832
10 C 2.46 -0.07 0.40  -0.0462
11 C 3.57 0.06 -0.36  -0.2183
12 C 4.27 -1.04 -1.08  0.0061
13 N 4.15 1.29 -0.52  0.1594
14 C 3.81 2.43 0.20  -0.5406
15 O 4.44 3.46 0.09  0.0707
16 N 2.78 2.26 1.06  0.1538
17 C 1.83 1.15 1.04  -0.2025
18 C 0.55 1.58 0.34  -0.1794
19 C 0.44 1.51 -1.03  -0.0222
20 C -0.71 1.92 -1.70  0.0232
21 C -1.74 2.42 -0.93  -0.2094
22 C -1.62 2.51 0.46  -0.2069
23 C -0.49 2.10 1.12  0.0541
24 O -2.78 3.03 0.97  0.0343
25 C -3.62 3.26 -0.13  -0.1569
26 O -2.96 2.88 -1.32  0.0382
27 H -2.27 -0.60 2.54  0.0676
28 H -3.64 0.04 1.64  0.0661
29 H -3.57 -1.68 2.04  0.0768
30 H -3.00 -1.17 -0.36  0.1085
31 H -1.61 -0.23 0.19  0.0886
32 H -2.02 -3.20 0.73  0.1473
33 H -0.02 -3.35 -0.89  0.1086
34 H -0.41 -1.70 -1.37  0.1143
35 H -2.67 -2.46 -2.11  0.0626
36 H -2.31 -4.09 -1.55  0.0743
37 H -1.41 -3.40 -2.90  0.0704
38 H 0.35 -3.17 1.41  0.1287
39 H -0.66 -2.14 2.46  0.1256
40 H 5.25 -1.21 -0.63  0.0987
41 H 4.43 -0.76 -2.12  0.0920
42 H 3.70 -1.96 -1.02  0.0701
43 H 4.98 1.38 -1.09  0.1586
44 H 2.48 3.10 1.54  0.1587
45 H 1.59 0.92 2.09  0.1527
46 H 1.26 1.11 -1.61  0.1186
47 H -0.80 1.85 -2.77  0.1206
48 H -0.42 2.16 2.19  0.1323
49 H -4.55 2.67 -0.02  0.1388
50 H -3.88 4.33 -0.18  0.1406

=====

Computed, not measured: a molecular structure, C34H37GaN3O2P2 at a distorted geometry, with ωB97M-V with the def2-TZVPD basis set.

The value obtained for the highest occupied orbital energy is -16.51 eV. Its orbital gap is 7.15 eV. Its relative energy (zero: lowest compared OMol25 entry of this formula, charge and spin) is 11.37 kcal per mole. Its total charge is +3.

Last column: Löwdin charge in e.
Positions of all 79 atoms, in Å:
1 Ga -0.40 0.38 1.09  0.6042
2 N 0.16 -1.60 -0.99  -0.3710
3 P -1.11 -0.51 -1.22  0.9742
4 C -0.54 0.55 -2.58  -0.3592
5 C -0.42 -0.03 -3.84  -0.0718
6 C 0.12 0.72 -4.87  -0.0336
7 C 0.52 2.03 -4.65  -0.0297
8 C 0.39 2.60 -3.39  -0.0486
9 C -0.14 1.86 -2.35  -0.0992
10 C -2.48 -1.52 -1.82  -0.3613
11 C -3.52 -0.88 -2.48  -0.0832
12 C -4.58 -1.62 -2.98  -0.0361
13 C -4.60 -3.00 -2.80  -0.0218
14 C -3.57 -3.64 -2.12  -0.0408
15 C -2.52 -2.90 -1.61  -0.0857
16 P 1.36 -1.25 0.16  0.9896
17 C 2.17 -2.87 0.28  -0.3389
18 C 1.38 -4.02 0.28  -0.1000
19 C 1.98 -5.26 0.21  -0.0422
20 C 3.37 -5.36 0.18  -0.0205
21 C 4.15 -4.21 0.24  -0.0326
22 C 3.56 -2.96 0.30  -0.0638
23 C 2.50 -0.04 -0.57  -0.3862
24 C 2.88 1.04 0.22  -0.1215
25 C 3.73 2.01 -0.30  -0.0503
26 C 4.16 1.91 -1.61  -0.0290
27 C 3.78 0.83 -2.40  -0.0340
28 C 2.96 -0.16 -1.88  -0.0669
29 H 0.34 -2.32 -1.68  0.0999
30 H -0.74 -1.04 -4.01  0.1179
31 H 0.22 0.28 -5.85  0.1248
32 H 0.94 2.61 -5.46  0.1248
33 H 0.69 3.62 -3.23  0.1179
34 H -0.25 2.28 -1.35  0.0756
35 H -3.50 0.20 -2.62  0.1145
36 H -5.38 -1.13 -3.51  0.1242
37 H -5.42 -3.58 -3.19  0.1269
38 H -3.59 -4.71 -1.99  0.1229
39 H -1.72 -3.40 -1.07  0.0871
40 H 0.30 -3.94 0.32  0.0908
41 H 1.38 -6.15 0.18  0.1222
42 H 3.83 -6.33 0.12  0.1270
43 H 5.23 -4.30 0.23  0.1251
44 H 4.17 -2.07 0.33  0.1144
45 H 2.55 1.08 1.25  0.0841
46 H 4.05 2.83 0.32  0.1175
47 H 4.82 2.67 -2.01  0.1247
48 H 4.13 0.76 -3.41  0.1249
49 H 2.69 -1.02 -2.48  0.1197
50 C 1.33 2.26 4.65  0.0610
51 C 0.74 2.31 3.29  -0.4214
52 O 0.47 1.26 2.66  -0.0475
53 N 0.51 3.50 2.76  0.1384
54 C 0.02 3.71 1.41  -0.0728
55 C -1.46 3.39 1.30  -0.2333
56 C -2.40 4.40 1.38  0.0342
57 C -3.75 4.08 1.29  0.0190
58 C -4.11 2.75 1.13  0.0083
59 C -3.11 1.80 1.05  -0.0968
60 N -1.81 2.11 1.13  0.0403
61 H 1.67 1.26 4.89  0.1041
62 H 0.58 2.56 5.38  0.1186
63 H 2.17 2.95 4.74  0.1126
64 H 0.72 4.32 3.32  0.1811
65 H 0.58 3.05 0.72  0.1111
66 H 0.20 4.75 1.14  0.1512
67 H -2.09 5.43 1.50  0.1355
68 H -4.50 4.85 1.36  0.1365
69 H -5.15 2.46 1.07  0.1318
70 H -3.33 0.75 0.92  0.1135
71 C -0.01 -1.71 4.08  -0.0530
72 C -1.34 -1.00 3.87  -0.2120
73 O -1.61 -0.81 2.45  -0.1244
74 H 0.24 -1.70 5.14  0.1004
75 H 0.77 -1.19 3.52  0.0554
76 H -0.05 -2.75 3.76  0.0885
77 H -1.32 0.00 4.30  0.1201
78 H -2.17 -1.56 4.30  0.1427
79 H -1.89 -1.68 2.11  0.1295